1.
A molecular structure, C13H18Cl2HoN2O in a non-equilibrium geometry. Source: the Open Molecules 2025 dataset; level of theory: wB97M-V/def2-TZVPD.

The geometry in ORCA input format:
```
! RIJCOSX wB97M-V def2-TZVPD def2/J DEFGRID3
* xyz -1 5
Ho 1.385 -1.765 1.933
Cl 0.206 -0.902 3.949
Cl 0.239 -2.948 0.087
O 6.747 2.078 0.730
N 5.617 3.290 2.347
N 2.168 -0.029 0.981
C 3.351 -0.497 0.406
C -1.121 1.952 -2.131
C -1.206 1.643 -0.746
C -2.000 -0.678 -3.145
C 3.198 2.079 1.423
C -2.966 0.431 -2.686
C -0.595 -0.513 -2.471
C 4.455 1.561 1.072
C 5.706 2.321 1.375
C 4.480 0.301 0.469
C -0.294 0.709 -1.751
C -2.369 1.806 -2.966
C 2.061 1.304 1.296
H 5.448 -0.080 0.132
H 6.510 3.588 2.711
H -2.012 1.874 -4.012
H 4.841 3.343 2.985
H -0.421 2.742 -2.409
H 0.663 0.743 -1.250
H -3.065 2.617 -2.659
H -0.837 2.372 -0.030
H 3.297 -1.446 -0.150
H 1.052 1.718 1.405
H -1.787 -0.628 -4.231
H 3.075 3.089 1.844
H -0.479 -1.428 -1.911
H 0.150 -0.577 -3.259
H -1.850 0.875 -0.284
H -3.910 0.422 -3.237
H -2.442 -1.680 -2.924
H -3.165 0.346 -1.608
*
```

The lowest unoccupied orbital energy (spin up / spin down) is 0.0888 / 0.0955 Ha. The value obtained for the HOMO-LUMO gap (spin up / spin down) is 4.83 / 5.75 eV. Its expectation value of S² is 6.048.

=====

2.
A molecular structure, C11H4BiN2O5 in a non-equilibrium geometry. Source: the Open Molecules 2025 dataset; level of theory: wB97M-V/def2-TZVPD.

The geometry in ORCA input format:
```
! RIJCOSX wB97M-V def2-TZVPD def2/J DEFGRID3
* xyz 3 1
Bi -0.284 1.549 -1.187
O 0.699 3.776 1.557
O -1.000 4.550 -3.601
O -3.703 1.517 0.090
O -1.170 -0.938 -3.712
O 3.228 1.332 -2.236
N -1.969 -4.480 1.382
N 0.244 -0.323 0.382
C -2.642 1.522 -0.334
C 0.375 3.130 0.672
C 1.344 -0.277 1.154
C -0.590 -1.387 0.449
C -0.324 -2.447 1.314
C -0.907 -0.145 -2.932
C -1.228 -3.571 1.355
C -0.794 3.680 -2.903
C 0.821 -2.411 2.132
C 2.130 1.438 -1.937
C 1.666 -1.296 2.041
H 1.984 0.604 1.052
H 2.563 -1.214 2.651
H 1.028 -3.233 2.807
H -1.472 -1.378 -0.195
*
```

The lowest unoccupied orbital energy is -0.4988 Ha. The value obtained for the HOMO-LUMO gap is 6.31 eV.

=====

3.
C24H28N8O2 in the gas phase in a non-equilibrium geometry. Source: the Open Molecules 2025 dataset; level of theory: wB97M-V/def2-TZVPD.

The geometry in ORCA input format:
```
! RIJCOSX wB97M-V def2-TZVPD def2/J DEFGRID3
* xyz 0 1
O -1.392 -8.371 2.336
O 1.975 -0.184 2.814
N 1.229 6.448 -0.323
N 1.785 2.710 1.742
N 0.441 6.472 -2.405
N -1.393 -5.335 0.595
N -0.554 -7.965 0.281
N -0.917 -5.443 -0.649
N 0.577 5.203 -2.000
N 1.064 2.768 -0.343
C -0.285 -4.316 -0.912
C -1.326 -7.687 1.342
C 0.217 -2.107 0.312
C -2.196 -6.411 1.150
C -0.329 -3.450 0.194
C 1.327 -0.393 1.624
C 0.115 -1.205 -0.749
C 0.842 -1.690 1.475
C 0.180 4.084 -2.825
C 1.300 4.040 0.071
C 2.880 0.882 2.924
C 1.754 4.019 1.370
C -1.247 3.665 -2.470
C -3.306 -6.746 0.145
C 0.846 7.194 -1.379
C 1.121 0.547 0.605
C 2.174 2.235 3.038
C -2.809 -6.010 2.488
C 1.358 1.976 0.669
C 0.541 0.088 -0.589
C 0.880 8.677 -1.397
C -1.053 -4.155 1.142
C 1.048 5.201 -0.733
C 0.307 4.462 -4.296
H -4.001 -5.912 0.072
H 0.987 -2.367 2.302
H -1.545 2.827 -3.093
H -3.450 -5.139 2.371
H -0.340 -1.517 -1.677
H 2.839 2.974 3.490
H 0.853 3.257 -2.575
H 0.492 9.030 -2.348
H 0.068 -8.755 0.325
H -2.041 -5.806 3.229
H 0.277 9.073 -0.583
H -2.883 -6.932 -0.838
H 1.327 4.760 -4.525
H 1.294 2.115 3.683
H 2.045 4.810 2.028
H 0.414 0.811 -1.379
H 0.203 -4.168 -1.855
H 1.904 9.025 -1.264
H -0.352 5.295 -4.525
H 3.445 0.680 3.837
H -3.403 -6.842 2.856
H -1.294 3.358 -1.428
H -3.849 -7.627 0.475
H 0.042 3.612 -4.919
H -1.341 -3.864 2.130
H -0.476 -7.286 -0.470
H 3.572 0.899 2.071
H -1.939 4.486 -2.638
*
```

The lowest unoccupied orbital energy is 0.0161 Ha. The value obtained for the HOMO-LUMO gap is 8.19 eV. Its SMILES is Cc1nc(-c2cn3c(n2)-c2ccc(-c4cnn(C(C)(C)C(N)=O)c4)cc2OCC3)n(C(C)C)n1.

=====

4.
A molecular structure, C6H8KMgO6 in a non-equilibrium geometry. Source: the Open Molecules 2025 dataset; level of theory: wB97M-V/def2-TZVPD.

The geometry in ORCA input format:
```
! RIJCOSX wB97M-V def2-TZVPD def2/J DEFGRID3
* xyz 0 2
K 1.337 3.937 0.693
Mg 1.592 -0.088 1.735
O 0.229 1.129 0.670
O 0.054 0.646 -1.888
O -1.648 -1.371 1.246
O 1.833 -0.068 -0.729
O 0.458 -1.689 1.826
O 1.532 2.160 -1.158
C -1.184 1.038 0.825
C -1.654 -0.042 1.782
C -0.585 -2.222 1.364
C 0.022 -0.780 -1.970
C 0.992 1.042 -0.994
C 1.435 -1.172 -1.552
H -0.224 -1.061 -2.998
H 1.466 -2.089 -0.954
H -1.086 0.000 2.723
H -1.613 1.982 1.199
H -1.638 0.895 -0.167
H 2.123 -1.246 -2.403
H -2.705 0.163 2.023
H -0.736 -1.165 -1.274
*
```

The lowest unoccupied orbital energy (spin up / spin down) is -0.0371 / -0.0407 Ha. The value obtained for the HOMO-LUMO gap (spin up / spin down) is 4.41 / 5.74 eV. Its expectation value of S² is 0.750.